[1]
Here is one molecule with the formula C2H4N2S from the Open Molecules 2025 dataset. Energies are from the ωB97M-V functional and the def2-TZVPD basis.

Each line ends with the natural charge from an NBO analysis.
Atoms and positions in Å:
S (-1.304164, -0.992742, -0.002309)  0.06
N (0.827999, 0.455500, 0.110702)  -0.43
N (-0.131413, 1.384198, 0.006817)  -0.20
C (-1.340237, 0.998094, -0.065954)  -0.07
C (0.530919, -1.133423, 0.026548)  -0.34
H (-2.093133, 1.678529, 0.305979)  0.23
H (0.857437, -1.527582, 0.862953)  0.19
H (0.987134, -1.503790, -0.915310)  0.21
H (1.665456, 0.641213, -0.329423)  0.37

Force components x, y, z for each atom (eV/Å):
-0.418 0.986 -0.151
-1.070 -2.558 1.029
-0.212 -0.246 -0.429
2.282 -2.317 1.068
-2.946 5.498 -4.649
-0.612 -0.420 -0.532
1.649 -2.067 3.967
-0.502 0.004 0.693
1.828 1.121 -0.996

Summary:
- total charge = 0
- HOMO energy (eV) = -8.376
- ΔE to the lowest compared entry with this formula, charge and spin (eV) = 2.319
- LUMO energy (eV) = 0.960
- energy (eV) = -15951.564
- HOMO-LUMO gap (eV) = 9.34

=====

[2]
Here is C35H31F6N8O3PSeV as an isolated structure from the Open Molecules 2025 dataset. Energies are from the ωB97M-V functional and the def2-TZVPD basis.

Each line ends with the Löwdin spin population.
Atoms and positions in Å:
Se (1.908325, 4.562176, -6.002470)  0.00
V (0.534567, 1.534925, 1.095971)  1.84
P (-1.242888, -0.649504, 2.364742)  0.01
F (1.434841, 0.063591, 4.404624)  0.00
F (1.278596, 2.642625, 4.047037)  0.00
F (2.865743, -1.067805, 3.248619)  0.00
F (3.367400, 2.908376, 4.556280)  0.00
F (3.534108, 0.163775, 4.906406)  0.00
F (2.609671, 3.579795, 2.635139)  0.00
O (-2.531457, 2.944143, 3.142665)  0.00
O (2.015244, 1.059472, 1.817155)  0.03
O (-0.868470, 2.071596, 1.935363)  0.05
N (-1.406051, -0.654010, -2.842795)  0.00
N (0.570150, 4.748784, -4.854433)  0.00
N (1.859686, 1.389868, -0.713373)  0.00
N (-0.294349, 2.891436, -0.491468)  0.00
N (-0.492597, -0.109759, -0.945433)  0.01
N (-1.219024, 0.315408, -2.012121)  0.00
N (-0.810528, -1.731092, -2.307845)  0.00
N (2.780057, 3.372805, -5.015962)  0.00
C (2.889429, 1.258907, 2.909509)  0.00
C (2.060451, 3.197335, -3.944719)  0.00
C (0.401133, 3.026110, -1.635410)  0.00
C (-2.704175, -3.806880, 4.569040)  0.00
C (-2.634212, -2.685184, 3.756875)  0.00
C (-0.024722, 3.829496, -2.678264)  0.00
C (-0.231092, -2.775322, 3.845823)  0.00
C (3.541066, 1.440107, -2.930780)  0.01
C (-2.680293, -2.117914, 0.483650)  0.00
C (2.525839, 2.616176, 3.567859)  0.00
C (4.341138, 1.310714, 2.487140)  0.00
C (-3.503511, 0.109360, 0.787637)  0.00
C (2.431507, 2.275623, -2.868373)  0.00
C (-0.796776, -3.032364, -2.987559)  0.00
C (3.771736, 0.568173, -1.890058)  0.00
C (1.619401, 2.218697, -1.742810)  0.00
C (2.907834, 0.574508, -0.803556)  0.01
C (-4.494463, -1.318667, -0.881336)  0.00
C (-2.612347, -0.896360, 1.158579)  0.00
C (-0.302043, -3.899397, 4.663640)  0.00
C (-1.453882, 3.533434, -0.383681)  0.01
C (-4.441346, -0.103163, -0.219221)  0.00
C (0.836798, 3.957056, -3.855039)  0.00
C (-1.841791, 2.008033, 2.896026)  0.01
C (-1.944659, 0.629480, 3.506565)  0.00
C (-1.977988, 4.315050, -1.406127)  0.00
C (-1.254059, 4.475872, -2.561593)  0.01
C (-0.258070, -1.380196, -1.152230)  0.00
C (2.669944, 0.093487, 3.896981)  0.00
C (1.655524, -2.865750, -3.531925)  0.00
C (-1.393798, -2.158330, 3.387604)  0.00
C (-0.042625, -2.224214, -5.277841)  0.00
C (0.260753, -3.131678, -4.089554)  0.00
C (-3.610970, -2.330453, -0.522460)  0.00
C (-1.537668, -4.415187, 5.023850)  0.00
H (-1.794827, -3.199220, -3.385329)  0.00
H (-1.974841, 3.440775, 0.559006)  0.00
H (-0.014613, -1.170283, -4.991077)  0.00
H (4.191912, 1.484739, -3.796800)  0.00
H (0.737284, -2.377870, 3.559798)  0.00
H (-5.135501, 0.687564, -0.479544)  0.00
H (4.610035, -0.115720, -1.903964)  0.00
H (-3.670817, -4.208491, 4.849399)  0.00
H (-3.550166, -2.220082, 3.408402)  0.00
H (-2.000549, -2.918873, 0.757277)  0.00
H (1.888151, -3.521027, -2.685403)  0.00
H (-2.939120, 4.792283, -1.270951)  0.00
H (-1.031207, -2.428516, -5.696491)  0.00
H (-1.610653, 5.090645, -3.380105)  0.00
H (4.464203, 2.068263, 1.716171)  0.00
H (-2.973582, 0.424949, 3.781202)  0.00
H (2.412274, -3.036485, -4.301031)  0.00
H (3.059858, -0.102263, 0.025987)  0.00
H (0.211202, -4.170571, -4.426913)  0.00
H (-0.602420, -3.775377, -2.216131)  0.00
H (-3.495307, 1.077874, 1.273112)  0.00
H (0.697308, -2.380101, -6.066242)  0.00
H (0.608649, -4.369972, 5.015704)  0.00
H (-5.217340, -1.478754, -1.672238)  0.00
H (-3.656158, -3.292077, -1.019065)  0.00
H (0.287717, -2.046355, -0.498094)  0.00
H (4.644018, 0.342996, 2.089877)  0.00
H (4.971501, 1.556343, 3.335980)  0.00
H (-1.595768, -5.292610, 5.659032)  0.00
H (-1.339060, 0.630117, 4.414616)  0.00
H (1.752713, -1.825095, -3.202496)  0.00

Force components x, y, z for each atom (eV/Å):
0.124 0.241 -0.550
-0.395 -1.057 -4.621
-0.344 -0.124 -0.008
-0.062 -0.038 -0.010
-0.045 0.035 -0.020
0.036 -0.021 0.082
-0.089 0.139 0.055
0.026 -0.121 0.131
-0.009 0.083 -0.009
-0.208 0.294 0.088
2.974 -0.533 2.574
-2.981 1.574 2.559
0.148 0.226 0.693
0.095 -0.063 -0.049
0.377 0.104 -0.328
0.185 0.161 0.116
-0.206 0.415 0.096
0.198 -0.340 -0.069
-0.027 -0.282 -0.504
-0.088 0.074 -0.043
-0.755 0.202 -0.142
-0.097 -0.179 0.427
0.084 -0.262 0.211
0.021 0.020 -0.020
0.004 0.000 0.060
0.077 0.105 -0.286
0.030 -0.045 -0.046
0.118 -0.003 -0.144
-0.067 -0.015 0.045
0.161 -0.292 -0.038
0.110 -0.162 -0.270
-0.035 -0.010 0.030
-0.050 0.164 -0.259
0.038 0.179 0.006
0.061 -0.073 -0.023
-0.278 -0.036 0.243
-0.116 0.029 0.088
0.018 -0.009 -0.011
0.001 0.050 0.015
-0.005 0.043 -0.030
0.044 -0.001 0.140
0.044 0.011 0.054
-0.083 -0.187 0.395
0.603 -0.715 -0.748
0.157 0.022 -0.181
-0.084 0.037 -0.016
-0.013 0.122 -0.158
0.228 0.009 0.140
0.071 0.116 -0.256
0.103 -0.043 0.002
0.107 0.004 0.060
-0.032 -0.001 -0.051
0.031 0.123 0.055
0.009 0.051 0.062
-0.009 0.004 -0.003
-0.072 0.045 0.005
0.034 -0.066 0.003
0.007 -0.050 -0.015
-0.052 -0.021 0.055
-0.082 -0.035 0.028
0.063 -0.032 0.008
-0.033 0.029 0.005
0.051 0.025 -0.011
0.042 -0.017 -0.013
-0.039 -0.024 0.034
-0.018 0.062 -0.063
0.053 -0.005 0.009
0.064 0.020 0.031
0.027 -0.035 0.058
0.007 0.016 -0.008
-0.151 0.003 0.110
-0.056 0.020 0.066
0.002 0.056 0.072
0.013 -0.024 -0.001
-0.030 -0.032 0.068
0.022 -0.026 0.049
-0.055 0.012 0.055
-0.053 0.032 -0.026
0.019 -0.004 0.061
0.003 -0.003 -0.001
-0.097 0.076 -0.099
0.005 0.019 -0.010
0.074 -0.006 0.010
0.000 0.082 -0.057
0.043 -0.090 0.061
0.005 -0.057 -0.019

Summary:
- total charge = +1
- HOMO energy (spin up / spin down) (eV) = -10.868 / -11.053
- <S²> = 2.008
- spin multiplicity = 3
- LUMO energy (spin up / spin down) (eV) = -3.256 / -3.295
- energy (eV) = -171486.839
- HOMO-LUMO gap (spin up / spin down) (eV) = 7.61 / 7.76

=====

[3]
Here is C3H5F2NOS as an isolated structure from the Open Molecules 2025 dataset. Energies are from the ωB97M-V functional and the def2-TZVPD basis.

Each line ends with the natural charge from an NBO analysis.
Atoms and positions in Å:
S (-0.402819, -1.344196, 2.251477)  -0.20
F (1.640618, 1.364822, 0.741539)  -0.31
F (-0.393359, 2.049055, 0.609219)  -0.35
O (-0.369253, -1.970097, -0.538296)  -0.57
N (-0.043596, -0.638461, -0.288877)  -0.13
C (0.017663, 0.050303, -1.612552)  -0.50
C (0.448024, 1.152192, 1.236000)  0.54
C (0.007252, -0.336194, 0.950833)  0.06
H (0.343054, 1.291066, 2.257432)  0.15
H (-0.723203, 1.425332, -1.709868)  0.26
H (-0.837442, -0.804035, -2.255580)  0.28
H (1.223649, 0.061015, -2.037955)  0.26
H (-0.910588, -2.300801, 0.396629)  0.49

Force components x, y, z for each atom (eV/Å):
0.244 0.518 -1.041
1.737 0.284 -0.267
-0.008 -0.268 0.241
-1.801 -1.014 2.350
-0.586 -1.634 -2.538
-1.785 0.521 -2.330
-2.329 -1.586 -1.756
0.221 2.344 2.375
0.338 0.582 2.072
2.643 -4.322 0.617
3.247 3.080 1.622
-3.935 0.146 1.157
2.014 1.347 -2.501

Summary:
- total charge = 0
- HOMO energy (eV) = -9.104
- ΔE to the lowest compared entry with this formula, charge and spin (eV) = 5.376
- LUMO energy (eV) = 0.060
- energy (eV) = -22994.178
- HOMO-LUMO gap (eV) = 9.16

=====

[4]
Here is a 9-piece molecular cluster, C4H27N2O8S overall from the Open Molecules 2025 dataset. Energies are from the ωB97M-V functional and the def2-TZVPD basis.

Each line ends with the natural charge from an NBO analysis.
Atoms and positions in Å:
S (0.293290, -0.548327, -3.138249)  -0.66
O (0.562294, 2.236727, -2.284571)  -1.03
O (-2.174886, 0.264553, -1.189234)  -0.99
O (0.545839, -4.736613, 0.193207)  -0.95
O (-0.130699, 4.713638, -0.513778)  -0.98
O (4.591506, -0.857501, 1.965635)  -0.95
O (-4.184977, 3.759530, 0.278320)  -0.97
O (-1.985980, 2.940284, -1.692366)  -1.03
O (-2.029858, -3.537763, 1.310979)  -0.96
N (1.746510, -0.342398, 1.582162)  -0.64
N (-0.557861, -0.591802, 2.415859)  -0.89
C (0.975986, -1.710800, -1.862344)  -0.50
C (0.628266, -1.495980, -0.395498)  -0.45
C (1.359054, -0.256682, 0.140430)  -0.24
C (0.689065, 0.163681, 2.460635)  -0.05
H (-1.137535, 2.712923, -2.125093)  0.50
H (-1.127570, -0.470100, 1.596763)  0.37
H (-1.918163, 0.133759, -2.127077)  0.51
H (0.645165, 1.226454, 2.201095)  0.17
H (4.723236, -0.537673, 1.063412)  0.46
H (2.055830, -1.837760, -1.954944)  0.18
H (-2.161650, 2.040754, -1.331782)  0.49
H (-1.293769, -3.163992, 1.818293)  0.49
H (3.921150, -0.203119, 2.214965)  0.48
H (-0.149600, -4.079029, 0.354532)  0.48
H (0.864860, 0.693475, -0.047619)  0.20
H (0.981985, -2.411368, 0.083197)  0.22
H (0.705465, 1.332774, -2.633289)  0.48
H (2.300868, -0.250579, -0.381276)  0.19
H (-1.019439, -0.509381, 3.306442)  0.37
H (1.029552, 0.040454, 3.484730)  0.17
H (-2.537852, -2.813453, 0.931953)  0.48
H (-4.359822, 2.935243, -0.179532)  0.48
H (-0.438179, -1.405888, -0.193201)  0.17
H (-3.256809, 4.006127, 0.281118)  0.49
H (0.298933, -5.051066, -0.685418)  0.47
H (1.811664, -1.333470, 1.747843)  0.36
H (0.610025, -2.683018, -2.210048)  0.19
H (-0.553711, 3.867032, -0.771296)  0.50
H (-1.350635, 0.033418, -0.745739)  0.47
H (1.330260, 2.407937, -1.731664)  0.47
H (-0.301814, 5.318993, -1.237552)  0.46

Force components x, y, z for each atom (eV/Å):
0.284 -0.567 0.311
0.405 1.179 0.320
-0.372 -0.071 0.060
-0.328 0.091 -0.243
0.186 -0.300 0.377
0.104 0.702 -0.329
-0.887 0.554 0.724
0.158 -0.622 0.167
0.214 -0.321 0.027
-1.229 0.380 -0.217
0.724 -0.335 0.213
-0.908 -0.399 -1.138
0.357 0.521 -0.395
0.758 -0.711 0.858
0.735 -0.384 -0.527
0.041 0.317 -0.171
-0.341 0.382 0.183
0.267 -0.235 0.226
-0.510 0.061 0.244
0.331 -0.460 -0.085
0.187 0.441 0.085
-0.302 0.426 -0.055
-0.395 0.382 -0.055
-0.373 -0.382 0.341
0.021 -0.282 0.106
-0.198 0.007 -0.090
0.105 0.260 0.484
-0.184 -0.905 -0.238
0.420 0.320 -0.502
-0.625 0.079 -0.304
0.188 0.301 0.176
0.250 0.159 0.100
0.767 0.080 -0.187
-0.182 -0.381 -0.270
0.126 -0.607 -0.586
0.217 -0.082 0.080
0.347 -0.391 0.342
-0.163 -0.059 0.388
-0.085 0.673 -0.034
0.062 0.082 -0.253
-0.053 0.250 0.003
-0.121 -0.150 -0.132

Summary:
- total charge = -1
- HOMO energy (eV) = -4.224
- ΔE to the lowest compared entry with this formula, charge and spin (eV) = 0.000
- LUMO energy (eV) = 2.714
- energy (eV) = -34783.566
- HOMO-LUMO gap (eV) = 6.94

=====

Number 1: strongest force on any atom 7.78 eV/A. Number 2: strongest force on any atom 4.76 eV/A. Number 3: strongest force on any atom 5.10 eV/A. Number 4: strongest force on any atom 1.51 eV/A.